{"formula": "C4H10N4", "method": "the ωB97M-V functional and the def2-TZVPD basis", "symbols": ["H", "N", "C", "C", "C", "N", "H", "H", "H", "H", "H", "C", "N", "N", "H", "H", "H", "H"], "coordinates": [[-1.57778, 2.80581, -0.85180], [-1.51960, 1.79692, -0.98047], [-0.68531, 1.21482, -0.23090], [-0.96142, -0.23949, 0.25411], [-2.09083, -0.91652, -0.46083], [-0.63487, -0.45830, 1.46802], [-0.52875, -1.43704, 1.72967], [0.01318, 1.73737, 0.43493], [-2.14695, -1.96546, -0.17505], [-3.02155, -0.43853, -0.15852], [-2.00784, -0.78720, -1.53696], [2.23782, -0.42946, -1.00288], [1.83959, -0.82230, 0.16416], [2.13638, -0.02040, 1.23015], [2.28221, -1.18941, -1.76636], [2.99804, 0.34380, -1.13031], [2.23810, 0.98089, 1.06938], [1.42958, -0.17550, 1.94367]], "forces_ev_per_angstrom": [[0.852, 0.050, -0.512], [-0.579, -0.527, 0.283], [-0.977, -0.290, 1.575], [-1.367, 1.603, 0.594], [0.698, -0.755, -0.581], [1.882, 0.166, -0.931], [-1.434, -0.114, 0.095], [0.131, -0.031, -0.185], [0.012, -0.084, -0.131], [0.113, 0.151, 0.095], [-0.063, -0.192, -0.087], [1.171, -1.266, 1.321], [0.641, 1.155, -1.178], [-0.137, -0.316, 0.381], [-0.703, -0.043, -0.327], [-0.502, 0.590, 0.117], [0.110, -0.245, -0.369], [0.152, 0.147, -0.162]], "charge": 0, "fmax_ev_per_a": 2.19, "relative_energy_kcal_mol": 85.05, "smiles": "[H]/N=C/C(C)=N/[H].C=NN"}